[1]
# C3H5N3

The molecule C3H5N3 (wB97M-V/def2-TZVPD, OMol25).

Properties
**ΔE to the lowest compared entry with this formula, charge and spin**: 57.6 kcal/mol

Each line ends with the Löwdin charge.
Element x y z (Å)
N: -1.404 -0.378 0.994  0.150
N: -0.049 0.355 0.169  -0.036
N: -0.888 -1.397 -1.004  0.025
C: 0.007 -0.451 -0.880  -0.283
C: -1.672 -1.311 0.112  -0.296
C: 1.162 1.254 0.472  -0.033
H: 1.010 2.334 0.307  0.075
H: 1.493 1.124 1.502  0.072
H: -2.464 -2.088 0.140  0.120
H: 0.763 -0.437 -1.653  0.124
H: 2.041 0.994 -0.158  0.082

---

[2]
# C33H32ClMgN5O5PS6

A structure of composition C33H32ClMgN5O5PS6 (wB97M-V/def2-TZVPD, OMol25).

Properties
**ΔE to the lowest compared entry with this formula, charge and spin**: 4.9 kcal/mol
**Total charge**: -1

Each line ends with the Löwdin charge.
Element x y z (Å)
Cl: 4.297 1.466 -6.954  0.607
S: 1.118 -8.372 1.751  0.445
S: -1.171 -6.478 1.646  0.862
S: 1.179 -5.860 0.140  0.877
S: -0.960 2.829 1.144  0.467
S: 0.164 -3.315 -1.009  0.530
S: -2.649 -3.998 0.853  0.783
P: 0.891 0.103 1.123  1.126
Mg: -0.460 0.898 -1.205  0.578
O: -1.571 1.590 1.601  -0.341
O: 0.398 0.105 -2.802  -0.109
O: -1.631 4.034 1.574  -0.316
O: 1.671 1.938 -1.232  -0.043
O: -0.746 2.796 -0.323  -0.370
N: -3.617 -0.699 0.842  0.164
N: -2.233 1.627 -2.418  0.120
N: -3.496 1.165 -0.516  0.142
N: -1.956 -0.575 -0.827  0.122
N: -3.906 3.128 -1.686  -0.138
C: 2.888 -1.043 -0.397  -0.101
C: 3.154 1.078 -5.690  -0.685
C: 2.377 2.107 -2.222  -0.183
C: -0.108 -4.658 0.003  -1.197
C: -3.269 -4.125 -0.842  -0.388
C: 2.264 1.420 -3.481  -0.132
C: -0.781 -2.738 3.533  -0.087
C: 2.769 1.813 2.363  -0.062
C: 1.481 1.695 1.843  -0.315
C: -3.165 1.969 -1.599  -0.439
C: -0.822 -0.696 4.797  -0.087
C: 0.430 -6.958 1.244  -1.537
C: 0.681 2.845 1.839  -0.264
C: 0.126 -0.711 2.576  -0.344
C: 3.075 -1.519 1.952  -0.100
C: 4.676 -2.433 0.408  -0.086
C: 2.425 4.142 2.861  -0.078
C: 4.019 -1.810 -0.642  -0.071
C: 1.288 -0.253 -4.944  0.007
C: 2.417 -0.876 0.904  -0.364
C: -4.796 3.527 -0.602  -0.056
C: 3.239 3.019 2.866  -0.074
C: 2.197 0.070 -5.912  -0.106
C: 1.143 4.052 2.345  -0.056
C: -0.205 -0.029 3.746  -0.087
C: 1.264 0.417 -3.680  -0.355
C: -1.110 -2.050 4.694  -0.092
C: -2.950 -0.088 -0.195  -0.498
C: 4.200 -2.292 1.706  -0.081
C: -1.202 -4.969 0.752  -1.039
C: -3.311 4.213 -2.454  -0.050
C: 3.190 1.734 -4.496  -0.082
C: -0.170 -2.072 2.478  -0.106
H: 2.784 5.086 3.253  0.100
H: 2.344 -0.604 -1.224  0.080
H: 3.936 2.500 -4.312  0.109
H: -5.402 4.362 -0.941  0.084
H: 2.193 -0.451 -6.862  0.101
H: -3.968 5.077 -2.398  0.083
H: -1.076 -0.152 5.699  0.097
H: -2.489 -3.802 -1.532  -0.002
H: 2.692 -1.432 2.962  0.111
H: -3.219 3.948 -3.508  0.082
H: 0.007 1.027 3.837  0.099
H: 3.426 0.953 2.368  0.094
H: -3.581 -5.145 -1.062  0.034
H: -4.250 3.844 0.296  0.093
H: 4.363 -1.946 -1.660  0.106
H: -3.855 1.654 0.286  0.108
H: 4.246 3.073 3.263  0.101
H: 0.076 -2.609 1.565  0.050
H: -2.324 4.482 -2.064  0.099
H: -2.157 2.247 -3.213  0.063
H: 3.204 2.837 -2.160  0.130
H: 4.694 -2.799 2.526  0.100
H: -1.587 -2.570 5.517  0.098
H: -4.126 -3.453 -0.916  0.029
H: -0.995 -3.797 3.441  0.088
H: 0.555 -1.035 -5.101  0.119
H: 0.481 4.908 2.331  0.108
H: -5.480 2.718 -0.351  0.089
H: -3.092 -1.458 1.264  0.039
H: -4.024 -0.080 1.527  0.099
H: 5.546 -3.048 0.215  0.099
H: -1.659 -1.502 -0.501  -0.002

---

no.,E_tot (eV)
1,-7659.958
2,-144704.561